Molecular formula: C20H36Br4Cl12O3
Method: DFT, ωB97M-V/def2-TZVPD

Values from the calculation:
Gap between HOMO and LUMO (spin up / spin down) ... 2.309 / 8.172 eV
Electronic energy ... -457902.967 eV
2S+1 ... 2
Charge ... -1
Max |F| ... 0.08532 Eh/bohr

Last column: Mulliken charge in e.
Cartesian coordinates (Å):
C 4.117 -2.463 -2.194  -0.01
Cl 5.450 -3.578 -2.392  -0.15
Cl 3.842 -1.873 -0.534  0.00
Cl 2.678 -3.186 -2.720  -0.07
H 4.254 -1.561 -2.791  0.17
C -3.172 -2.313 -4.525  -0.14
Cl -4.499 -1.338 -5.180  -0.14
Cl -3.721 -3.416 -3.253  -0.10
Cl -2.017 -1.110 -3.944  -0.06
H -2.671 -2.848 -5.332  0.38
C 2.589 -5.114 1.726  0.13
Cl 3.899 -5.179 0.497  -0.10
Cl 2.398 -3.361 2.097  -0.04
Cl 2.989 -6.135 3.138  -0.16
H 1.622 -5.431 1.334  0.08
C -5.055 -0.446 -0.648  -0.13
Cl -5.880 0.208 0.768  -0.14
Cl -3.317 -0.881 -0.347  -0.02
Cl -5.008 0.562 -2.065  -0.09
H -5.547 -1.366 -0.965  0.32
C -2.589 2.956 -1.473  0.09
C -2.097 3.816 -0.355  -0.83
C -0.610 3.435 -0.187  0.23
O -0.291 3.255 -1.586  -0.35
C -1.299 2.497 -2.177  0.20
H -3.280 3.478 -2.135  0.39
H -3.176 2.158 -1.018  -0.46
H -2.597 3.631 0.596  0.39
H -2.256 4.872 -0.572  0.25
H -0.473 2.559 0.447  -0.25
H -0.117 4.357 0.123  0.28
H -1.224 1.421 -2.022  -0.49
H -1.340 2.603 -3.261  0.41
C -2.772 -0.692 4.286  -0.68
C -2.314 0.442 3.373  -0.50
C -1.237 -0.146 2.524  0.58
O -1.519 -1.527 2.509  -0.33
C -2.651 -1.883 3.348  -0.44
H -3.788 -0.488 4.624  0.38
H -2.088 -0.843 5.121  0.27
H -1.940 1.324 3.893  0.40
H -3.149 0.823 2.784  0.15
H -0.212 0.015 2.858  -0.13
H -1.418 0.289 1.541  -0.34
H -2.445 -2.791 3.916  0.27
H -3.556 -2.033 2.761  0.21
C 3.601 2.676 2.060  -0.44
C 3.764 1.223 1.810  -0.44
C 2.283 0.651 1.906  0.87
O 1.640 1.557 2.724  -0.50
C 2.282 2.888 2.786  -0.41
H 3.572 3.198 1.104  0.16
H 4.417 3.013 2.701  0.33
H 4.387 0.716 2.547  0.38
H 4.300 1.028 0.881  0.12
H 2.339 -0.309 2.420  0.03
H 1.790 0.610 0.935  -0.48
H 2.469 3.234 3.802  0.24
H 1.481 3.470 2.329  0.15
Br 4.665 1.248 -2.058  -0.31
C 2.773 1.942 -2.193  0.30
C 2.477 2.196 -3.605  -0.56
Br 1.982 0.626 -4.629  -0.19
H 2.633 2.886 -1.667  0.28
H 2.116 1.197 -1.744  -0.51
H 3.262 2.688 -4.178  0.45
H 1.581 2.810 -3.698  0.24
Br 0.309 -0.457 -1.077  0.09
C 0.088 -2.341 -0.350  0.12
C -0.695 -3.178 -1.324  -0.25
Br -0.522 -5.069 -0.809  -0.34
H -0.480 -2.427 0.577  0.16
H 1.071 -2.759 -0.134  -0.18
H -0.339 -3.059 -2.347  0.36
H -1.762 -2.957 -1.356  -0.14